16
Properties=species:S:1:pos:R:3:forces:R:3 method="wB97M-V/def2-TZVPD" e_lumo_ev=0.9 e_homo_ev=-9.98 charge=0
N -0.5967 2.3592 -1.2734 0.0 0.3 -0.2
C -0.6335 1.3173 -0.7942 -0.2 0.5 -0.5
C -0.6098 0.0720 -0.1185 1.5 -0.2 3.1
N 0.3797 0.1101 1.1070 -1.6 -0.8 -2.5
C 1.7587 0.0278 0.6942 0.1 -0.3 0.2
O 2.3146 1.2184 0.1971 0.1 0.3 -0.2
C -0.8689 -1.2132 -0.8390 0.1 -0.1 -0.2
C -1.8884 -0.6889 0.1173 -0.1 0.1 -0.1
H 0.2127 0.9722 1.6106 -0.1 0.1 0.1
H 2.3575 -0.2201 1.5770 -0.1 0.0 -0.2
H 1.8494 -0.7893 -0.0377 0.0 0.1 0.2
H 1.8628 1.4921 -0.6118 0.1 -0.1 0.1
H -0.2902 -2.0778 -0.5543 0.1 0.0 0.1
H -1.0695 -1.1379 -1.8999 0.0 0.0 0.1
H -2.8117 -0.2701 -0.2529 0.0 0.0 -0.2
H -1.9669 -1.1718 1.0785 0.1 0.0 0.1

***

16
Properties=species:S:1:pos:R:3:forces:R:3 method="wB97M-V/def2-TZVPD" e_lumo_ev=1.0 e_homo_ev=-7.70 charge=0
C -2.3733 0.8974 0.2880 -0.3 0.8 1.3
C -1.6748 0.2124 -0.6379 0.2 -0.4 1.5
N -0.2482 0.3953 -0.4910 -1.3 3.3 0.9
C 0.4688 -0.6653 0.0771 0.4 -0.5 -0.7
C 1.4550 -1.2981 -0.9010 -0.4 -2.0 3.3
C 1.9830 -0.3994 0.1718 -2.5 -3.5 2.3
N -0.3491 1.7403 0.4015 4.6 0.2 -0.7
O -1.5088 1.7090 1.0812 -3.3 -1.5 0.4
H -3.4426 0.9840 0.7079 1.9 -0.4 -1.4
H -1.9493 -0.6911 -1.1596 -0.4 0.3 -0.3
H -0.0732 -1.2536 0.8230 0.6 -0.1 0.1
H 1.3543 -0.8794 -1.8064 -0.1 1.5 -3.2
H 1.5435 -2.3974 -0.9457 0.3 0.7 0.5
H 2.1419 -0.7743 1.1977 1.2 -0.1 -0.9
H 2.2255 0.5639 -0.0096 1.1 2.7 -0.8
H 0.4473 1.8564 1.2031 -2.1 -1.2 -2.4

***

16
Properties=species:S:1:pos:R:3:forces:R:3 method="wB97M-V/def2-TZVPD" e_lumo_ev=0.8 e_homo_ev=-8.14 charge=0
C 2.4036 -0.7403 -0.0790 1.0 -0.1 -0.3
N 2.1161 0.6699 -0.0570 0.7 0.0 -0.3
C 0.9432 1.1170 -0.0018 -1.2 -0.6 -0.1
C -0.3703 0.4054 0.0691 0.4 1.9 0.4
C -0.7631 -0.8550 0.1302 0.5 -0.8 -0.4
N -2.1280 -0.9887 0.1249 -0.6 -1.0 0.4
O -2.6553 0.2413 -0.3343 0.1 0.0 0.0
C -1.6743 1.1778 0.1324 -0.3 0.9 -1.2
H 3.5109 -0.8516 -0.0779 -0.7 0.0 -0.2
H 2.0165 -1.2351 -1.0053 0.0 0.2 0.8
H 2.0919 -1.2169 0.8467 -0.5 -0.4 0.0
H 0.8876 2.1988 -0.1020 -0.4 0.1 0.3
H -0.1284 -1.7068 0.1662 0.1 -0.7 0.0
H -2.5702 -1.7894 -0.3436 0.4 0.8 0.1
H -1.6925 2.0174 -0.5812 -0.1 -0.2 0.3
H -1.9875 1.5561 1.1127 0.3 -0.2 0.2

***

16
Properties=species:S:1:pos:R:3:forces:R:3 method="wB97M-V/def2-TZVPD" e_lumo_ev=0.7 e_homo_ev=-8.32 charge=0
H -0.4125 -0.7078 -3.0760 0.1 -0.2 0.1
N 0.3506 -0.1761 -2.6534 -0.1 0.0 0.0
C 0.3447 -0.2372 -1.3948 -0.5 0.9 0.2
C -0.6213 -0.8889 -0.4096 0.3 -0.1 0.0
C -0.3254 -0.2132 0.9007 -0.8 2.0 -1.0
C -0.7327 -0.4625 2.1332 0.2 0.4 -0.1
N 0.1391 1.3690 0.3693 0.4 -2.5 -0.1
C 1.3135 0.5428 -0.5191 0.1 -1.5 1.5
O 1.7126 -0.2546 0.4570 0.6 0.7 -1.0
H -0.3991 -1.9528 -0.3217 -0.1 0.0 0.0
H -1.6594 -0.7442 -0.7213 0.1 -0.1 0.0
H -0.4140 0.1288 2.9790 -0.2 0.1 0.0
H -1.3237 -1.3459 2.3247 0.2 -0.2 0.0
H 0.5151 1.8734 1.1631 0.2 0.1 -0.1
H -0.5291 1.9125 -0.1741 -0.4 -0.1 0.4
H 2.0416 1.1565 -1.0571 -0.2 0.4 0.2

***

16
Properties=species:S:1:pos:R:3:forces:R:3 method="wB97M-V/def2-TZVPD" e_lumo_ev=-0.1 e_homo_ev=-8.38 charge=0
C 0.3713 -1.3990 1.5363 4.7 0.9 2.7
C -0.3398 -0.8194 0.3503 -1.3 1.0 0.8
C 0.2033 -0.0195 -0.5925 1.0 5.2 -0.7
C -0.3847 1.3246 -1.4987 -2.6 -3.1 0.9
C 1.5197 0.7037 -0.4915 3.2 -2.1 -0.4
H -0.3240 -1.2705 2.4904 1.6 -1.0 -2.0
H 1.3956 -0.6524 1.8456 -3.2 -1.7 -0.9
H 1.1108 -2.4070 1.4596 -3.0 2.2 0.1
H -2.2604 -0.7022 -0.6686 1.7 -1.0 5.0
H -2.4730 -0.5007 1.4175 3.4 -1.8 -4.0
H -0.9591 0.8057 -2.3228 0.4 1.3 0.6
H -0.9671 2.0150 -0.8493 -0.4 -1.0 -0.1
H 2.3758 0.0489 -0.0515 -1.2 2.0 -0.3
N -1.7679 -1.0259 0.4655 -3.7 2.2 -2.4
N 1.8629 1.8080 -1.1324 -3.0 -3.1 0.7
O 0.6365 2.0908 -1.9580 2.5 0.0 0.2

***

16
Properties=species:S:1:pos:R:3:forces:R:3 method="wB97M-V/def2-TZVPD" e_lumo_ev=0.8 e_homo_ev=-9.28 charge=0
H 1.2160 -1.7546 0.8113 0.0 0.1 0.1
N 1.7089 -0.8657 0.9022 -0.9 1.4 0.0
C 0.8896 0.0917 1.1310 0.4 -1.7 0.3
C 1.2760 1.5197 1.2935 0.2 0.1 0.3
O -0.4827 -0.1150 1.3408 -0.4 -0.3 -1.2
C -1.1222 -0.7760 0.2610 -0.6 0.5 0.3
N -2.0950 0.0740 -0.5230 -1.4 0.6 0.9
C -0.9540 -0.3238 -1.0939 2.3 -0.8 -1.1
C -0.2629 -0.4110 -2.2088 0.3 0.1 -0.4
H 1.3876 1.9675 0.3018 0.0 0.0 0.1
H 0.5121 2.0727 1.8441 0.1 -0.1 -0.1
H 2.2241 1.5856 1.8318 -0.1 0.0 -0.2
H -1.4753 -1.7927 0.4038 0.3 0.0 0.4
H -2.8962 -0.3934 -0.9412 -0.2 0.0 0.6
H 0.6957 -0.9181 -2.2277 -0.1 0.1 0.1
H -0.6217 0.0392 -3.1268 0.0 0.0 0.0

***

16
Properties=species:S:1:pos:R:3:forces:R:3 method="wB97M-V/def2-TZVPD" e_lumo_ev=0.8 e_homo_ev=-9.29 charge=0
C -2.3773 0.0482 -0.4539 -1.3 -1.1 -1.6
C -0.9277 0.0178 -0.1583 0.1 -1.2 0.2
N 0.0952 0.6119 -0.9477 0.5 -1.1 -2.2
C 1.3278 -0.1881 -0.7955 0.9 0.1 -1.3
C 1.7273 -0.2839 0.6996 -2.0 -2.8 -2.4
C 0.7384 0.6686 1.2705 -0.6 0.1 0.4
O 0.6592 0.9676 2.4073 -0.1 0.7 1.5
N -0.2145 1.1607 0.2812 0.6 2.2 2.8
H -2.8366 -0.7354 0.2294 -0.1 1.7 -0.4
H -2.5711 -0.4559 -1.4942 0.5 1.2 1.6
H -2.7798 1.1220 -0.4781 0.3 -1.9 0.4
H -0.5051 -0.8521 0.3499 -0.9 -0.5 -0.2
H 2.0860 0.3766 -1.3550 0.0 -0.3 0.2
H 1.1702 -1.1313 -1.3194 0.1 0.0 0.1
H 2.6903 0.0687 0.7214 2.3 0.9 0.8
H 1.7178 -1.3954 1.0427 -0.3 2.2 0.0

***

17
Properties=species:S:1:pos:R:3:forces:R:3 method="wB97M-V/def2-TZVPD" e_lumo_ev=-1.6 e_homo_ev=-8.51 charge=0
C -1.0823 0.8860 1.4615 -6.4 7.1 -1.1
C 0.0275 0.4054 -1.3995 2.7 1.2 1.1
C -0.3674 -1.0319 -1.0410 -4.1 -1.9 -1.6
C 0.2739 -1.5298 0.2541 -1.2 -0.9 1.5
C 1.2527 -0.2897 0.5270 3.5 -3.1 0.5
H -0.7180 -0.6522 2.5134 -0.6 3.2 -2.3
H -0.2486 2.8618 0.1859 0.2 -5.5 2.0
H -0.6605 1.4231 -1.6559 1.5 -3.8 0.2
H 0.9932 0.2771 -1.9987 -1.6 0.7 -0.3
H -1.5367 -1.1490 -0.9872 2.1 0.2 0.4
H -0.1498 -1.8495 -1.8011 0.0 1.3 0.5
H 2.1518 -0.7209 -0.5479 -1.8 1.0 3.3
H 1.7780 -0.1096 1.6487 -1.5 -0.6 -3.4
N -0.1032 1.6371 0.5980 -2.6 1.5 3.7
N 0.6980 0.8219 -0.0692 1.0 1.2 -3.9
O -2.2602 1.6179 1.4711 6.9 -5.6 1.2
O -0.0485 -2.5979 0.8406 1.9 4.0 -1.9

***

17
Properties=species:S:1:pos:R:3:forces:R:3 method="wB97M-V/def2-TZVPD" e_lumo_ev="-0.6 / -1.3" e_homo_ev="-8.29 / -8.56" charge=0
C -0.1428 -1.6565 0.6618 0.4 -2.1 -4.2
C -0.0613 -1.2998 1.8494 -0.6 3.2 3.7
C -0.1424 -0.8912 -0.8278 -1.8 -2.9 1.7
C 0.7564 1.1267 -0.1593 -2.5 -0.1 -0.7
C -1.7246 0.9185 -0.4350 3.3 2.4 0.0
N -0.3090 0.4467 -0.7100 -0.2 2.7 1.3
N 1.9811 0.6039 -0.0243 2.7 -0.9 -0.6
O 2.7428 1.3045 0.6976 -0.2 -1.0 -0.6
O 2.3782 -0.4513 -0.6686 0.1 2.2 1.5
H -0.0080 -2.7240 0.4028 -0.2 0.4 0.1
H -0.2046 -0.3771 2.4950 0.5 -1.5 -0.8
H 0.8822 -1.0084 -1.0908 0.3 -1.3 -1.1
H -1.0147 -1.3717 -1.3179 1.0 0.3 -0.2
H 0.7432 2.1513 0.1725 -0.6 0.0 0.0
H -1.9072 1.6622 -1.2271 -0.7 -0.5 0.3
H -2.3858 0.1031 -0.3277 -0.6 -0.8 -0.2
H -1.5835 1.4630 0.5095 -0.8 -0.1 -0.1

***

17
Properties=species:S:1:pos:R:3:forces:R:3 method="wB97M-V/def2-TZVPD" e_lumo_ev=0.6 e_homo_ev=-7.66 charge=0
C 1.2612 0.7644 -0.8589 -0.2 0.2 -0.7
C 3.9960 0.9166 0.1656 0.0 -0.3 0.1
C 0.4954 1.8118 0.0393 -1.5 -1.0 -1.8
C 1.1940 -1.6258 -0.0690 -0.1 2.3 -1.0
C 0.3824 -2.8289 -0.4004 1.2 0.3 -2.4
N 1.0783 -0.4824 -0.6038 1.1 -1.3 0.9
N -0.2622 1.1691 1.1158 0.4 -0.6 2.1
O 3.7603 1.4018 1.1755 -0.3 0.8 1.4
O 4.2318 0.4139 -0.8339 0.6 -0.7 -1.5
H 1.9983 1.0732 -1.7527 -2.0 -0.6 2.2
H 1.2445 2.3783 0.5370 0.7 1.5 -0.5
H -0.2970 2.3524 -0.6396 1.9 -0.4 1.3
H 0.1166 -3.3098 0.4723 0.0 -1.3 2.0
H 1.0815 -3.5086 -1.0282 -1.3 1.0 1.0
H -0.5748 -2.6381 -0.8739 0.0 0.2 -0.7
H 0.3867 0.4426 1.5866 -1.5 1.7 -0.7
H -0.5688 1.9116 1.8496 1.0 -1.9 -1.7

***

17
Properties=species:S:1:pos:R:3:forces:R:3 method="wB97M-V/def2-TZVPD" e_lumo_ev=0.5 e_homo_ev=-8.50 charge=0
C -0.8661 -0.4849 0.1553 -0.5 0.5 -1.8
C 1.7721 1.5475 0.3481 -2.1 2.8 0.5
C 0.5737 -0.7075 -0.1218 -2.5 -1.9 1.2
C 1.1980 -2.0412 -0.2776 0.4 -0.8 1.0
C -2.5395 1.0796 -0.1331 -1.1 1.1 2.8
N 1.3565 0.2824 -0.0440 0.0 -0.3 0.1
N 2.6030 0.4385 -0.0258 2.5 0.3 -0.3
O -1.7325 -1.3179 0.3388 1.3 0.6 0.3
O -1.1866 0.8423 -0.1229 2.7 -1.8 0.7
H 1.4401 2.3737 -0.3516 0.9 -0.9 0.6
H 1.5217 1.7755 1.4147 0.7 -0.1 -0.7
H 0.5217 -2.8772 -0.3681 -0.5 0.1 0.1
H 1.9832 -2.3504 0.4601 -0.8 0.7 0.0
H 1.7483 -1.9979 -1.1641 1.0 -0.1 -1.7
H -2.8802 1.1088 1.0095 0.1 -0.1 -2.4
H -2.9697 0.1894 -0.6178 -0.9 1.1 -0.2
H -2.5438 2.1394 -0.4999 -1.1 -1.3 -0.3

***

17
Properties=species:S:1:pos:R:3:forces:R:3 method="wB97M-V/def2-TZVPD" e_lumo_ev="-1.2 / -1.0" e_homo_ev="-8.20 / -8.61" charge=0
C 0.3114 -1.0011 -0.0538 2.0 1.0 0.8
C -0.5615 1.2441 0.4800 1.3 0.8 0.4
C -0.8853 -0.1027 0.0850 -1.5 -1.3 -2.9
C 0.4659 -2.5190 0.1226 -1.4 2.5 -0.5
C -1.3123 2.3395 -0.1614 0.7 -0.9 -0.8
N 1.4925 -0.3730 0.0242 -0.8 -2.7 -0.9
N 1.5266 1.0516 -0.1635 -1.4 1.9 0.9
O 2.5721 -0.9895 0.0004 1.1 0.5 0.5
O 2.4893 1.5830 0.2864 -0.5 -0.6 -0.6
H -1.6206 -0.0678 -0.9070 1.7 -0.7 2.2
H -1.3977 -0.6657 0.8702 -0.7 0.6 0.3
H 1.4973 -2.7106 -0.0331 0.6 -0.6 -0.5
H -0.2502 -2.9126 -0.5569 -0.2 -1.1 -0.7
H 0.1960 -2.8302 1.1039 -0.3 -0.1 1.0
H -0.9262 2.5887 -1.1527 0.0 -0.6 -0.4
H -1.2464 3.2647 0.2970 0.3 1.7 1.5
H -2.3510 2.1007 -0.2412 -0.9 -0.4 -0.3

***

Sequential electronic energy output: -10340.7527; -10336.1465; -10339.0122; -10338.6401; -10334.9316; -10339.6153; -10339.5836; -12378.6854; -12381.2450; -12387.0868; -12385.7784; -12380.8342 eV
Sequential largest force on an atom output: 3.481; 4.918; 1.962; 2.525; 5.571; 2.701; 4.207; 9.610; 4.947; 3.038; 3.528; 3.535 eV/Å